1.
C21H24Ge2NiO4S as an isolated structure, computed with wB97M-V/def2-TZVPD.

Calculated values
- HOMO energy (alpha / beta): -0.2031 / -0.2031 hartree
- Net charge: -1
- Energy relative to the best compared isomer or geometry (same formula, charge and spin): 0.0 kcal per mole
- Multiplicity: 2
- Orbital gap (alpha / beta): 8.182 / 8.176 eV
- Calculated total energy: -7176.0065 Eh

Each line ends with the Mulliken spin population.
Cartesian coordinates (Å):
Ni: -0.572 2.311 -0.100  1.0422
O: 1.545 3.473 -2.606  0.0025
S: 0.332 3.876 -1.908  -0.0128
O: -0.191 5.161 -2.301  0.0031
O: 0.578 3.827 -0.383  0.0344
O: -0.722 2.774 -2.024  0.0692
C: -0.213 -1.153 3.403  -0.0004
Ge: -0.290 -1.685 1.499  0.0129
C: -2.070 -2.452 1.176  0.0011
C: 0.976 -3.176 1.251  0.0009
Ge: 0.321 0.166 0.025  -0.0162
C: 0.281 -0.485 -1.823  -0.0200
C: 0.798 0.273 -2.876  -0.0035
C: 0.777 -0.225 -4.171  0.0003
C: 0.235 -1.475 -4.437  -0.0015
C: -0.293 -2.231 -3.402  0.0001
C: -0.268 -1.734 -2.105  -0.0034
C: 2.154 0.682 0.563  0.0086
C: 2.914 1.579 -0.189  -0.0018
C: 4.208 1.899 0.197  0.0014
C: 4.761 1.345 1.343  0.0003
C: 4.011 0.466 2.109  -0.0011
C: 2.718 0.141 1.718  -0.0120
H: -1.104 -1.511 3.920  0.0005
H: -0.158 -0.072 3.523  -0.0006
H: 0.663 -1.591 3.883  0.0003
H: -2.362 -3.035 2.052  -0.0001
H: -2.051 -3.121 0.314  0.0000
H: -2.820 -1.684 1.003  -0.0007
H: 0.700 -4.005 1.908  0.0000
H: 1.999 -2.877 1.476  -0.0002
H: 0.946 -3.527 0.219  0.0000
H: 1.182 1.272 -2.706  0.0015
H: 1.172 0.381 -4.977  -0.0002
H: 0.215 -1.854 -5.452  -0.0002
H: -0.728 -3.204 -3.601  -0.0001
H: -0.693 -2.334 -1.307  -0.0004
H: 2.505 2.064 -1.068  0.0002
H: 4.777 2.601 -0.401  -0.0003
H: 5.770 1.605 1.643  0.0000
H: 4.428 0.034 3.012  -0.0003
H: 2.150 -0.544 2.336  0.0004
C: -4.605 0.447 1.128  -0.0070
C: -4.198 0.419 -0.201  0.0040
C: -2.895 0.756 -0.541  0.0014
C: -1.973 1.139 0.439  -0.0507
C: -2.393 1.139 1.774  -0.0304
C: -3.698 0.807 2.115  -0.0032
H: -5.622 0.186 1.393  -0.0006
H: -4.901 0.141 -0.977  -0.0002
H: -2.589 0.758 -1.581  -0.0016
H: -1.702 1.422 2.561  -0.0158
H: -4.007 0.830 3.153  0.0001

---

2.
One molecule with the formula C19H21N3O4S, computed with wB97M-V/def2-TZVPD.

Calculated values
- HOMO energy: -0.3044 hartree
- Energy relative to the best compared isomer or geometry (same formula, charge and spin): 24.5 kcal per mole
- Orbital gap: 8.712 eV
- Calculated total energy: -1600.0741 Eh

Each line ends with the Löwdin charge.
Cartesian coordinates (Å):
C: -8.171 -0.723 -0.766  -0.0649
C: -6.901 0.105 -0.888  -0.2659
O: -5.900 -0.531 -0.118  -0.0514
C: -4.652 0.000 -0.086  -0.2731
C: -4.256 1.159 -0.746  -0.0184
C: -2.948 1.598 -0.645  -0.0252
C: -2.013 0.901 0.111  -0.2231
C: -2.410 -0.256 0.778  -0.0016
C: -3.711 -0.695 0.677  0.0110
H: -4.028 -1.589 1.188  0.1210
H: -1.698 -0.802 1.372  0.1018
N: -0.699 1.398 0.150  0.1304
C: 0.370 0.920 0.831  -0.4614
O: 0.359 -0.053 1.553  0.0607
C: 1.635 1.750 0.615  -0.0168
H: 1.622 2.259 -0.350  0.1333
C: 2.893 0.880 0.727  -0.1585
N: 3.231 0.213 -0.508  -0.0560
C: 4.471 0.553 -0.923  -0.7834
S: 5.249 0.026 -2.260  0.7130
N: 4.983 1.487 -0.042  -0.0566
C: 4.120 1.748 0.983  -0.3788
O: 4.290 2.539 1.875  0.1124
C: 6.275 2.103 -0.200  -0.0397
H: 6.412 2.797 0.626  0.0925
H: 6.319 2.635 -1.152  0.0872
H: 7.055 1.342 -0.189  0.0893
C: 2.511 -0.940 -1.006  -0.0717
C: 2.769 -2.150 -0.167  -0.2519
C: 2.172 -2.603 0.974  -0.0192
C: 2.883 -3.768 1.350  -0.0550
C: 3.857 -3.930 0.415  -0.1178
O: 3.799 -2.956 -0.505  0.0476
H: 4.623 -4.671 0.296  0.1197
H: 2.691 -4.393 2.198  0.0995
H: 1.336 -2.159 1.473  0.0936
H: 2.865 -1.120 -2.025  0.0998
H: 1.443 -0.711 -1.012  0.1331
H: 2.737 0.159 1.543  0.1671
H: 1.684 2.501 1.409  0.1382
H: -0.565 2.242 -0.391  0.1421
H: -2.654 2.500 -1.165  0.1117
H: -4.951 1.728 -1.342  0.1037
H: -6.587 0.165 -1.939  0.1252
H: -7.075 1.124 -0.514  0.1255
H: -8.474 -0.785 0.275  0.0778
H: -8.968 -0.265 -1.345  0.0757
H: -7.994 -1.729 -1.135  0.0779